Record 1
# C29H81AsF6N7O8

A molecular structure, C29H81AsF6N7O8 at a distorted geometry (ωB97M-V/def2-TZVPD, the OMol25 dataset).

Results
Total charge: -1
DFT total energy (Ha): -4973.790308
HOMO energy (eV): -6.0
Orbital gap (eV): 8.53

Atoms and positions in Å:
As 0.3556 0.5131 0.0075
F 0.3459 0.9784 -1.6770
F -0.2425 2.1034 0.4098
F 0.2512 0.0848 1.6676
F 0.8541 -1.0924 -0.4056
F 1.9682 1.0685 0.1548
F -1.2620 -0.0732 -0.2419
C 1.7226 2.7861 3.0219
O 0.3495 3.0193 2.8767
H 2.1002 3.4352 3.8117
H 1.9339 1.7413 3.2930
H 2.2810 2.9840 2.0972
H 0.0385 2.6327 2.0473
C -2.7339 -0.9313 -3.2997
C -1.5054 -1.5915 -3.9047
C -0.6938 -0.5833 -4.7049
O -1.4049 0.1410 -5.6925
C -1.9415 -0.6544 -6.6982
N -0.7158 -2.1747 -2.8373
H -3.2899 -0.3706 -4.0543
H -2.5112 -0.2867 -2.4477
H -3.4198 -1.6976 -2.9272
H -1.8515 -2.3930 -4.5650
H 0.1786 -1.0986 -5.1471
H -0.2535 0.1713 -4.0483
H -2.1697 -0.0215 -7.5609
H -2.8742 -1.1773 -6.4467
H -1.2407 -1.4184 -7.0675
H 0.1324 -2.6280 -3.1585
H -0.4182 -1.4461 -2.1966
C 4.4751 -1.6607 -0.1858
C 5.2982 -0.4412 -0.6559
C 5.2791 0.5581 0.4819
O 5.8594 1.7797 0.0734
C 5.9165 2.6765 1.1453
N 6.6730 -0.7726 -1.0460
H 3.4158 -1.4241 -0.2745
H 4.7843 -1.9487 0.8249
H 4.7093 -2.5586 -0.7662
H 4.7680 0.0827 -1.4540
H 5.7540 0.1743 1.4041
H 4.2368 0.7371 0.7847
H 6.5066 2.2669 1.9797
H 4.9186 2.8597 1.5816
H 6.3365 3.6217 0.8107
H 7.0818 -1.2389 -0.2331
H 6.6491 -1.5449 -1.7091
C 2.5358 -1.7915 3.5284
C 1.3510 -2.7485 3.3198
C 1.5299 -3.9216 4.2714
O 0.4963 -4.8626 4.1569
C 0.8581 -6.1011 4.6920
N 0.0415 -2.1128 3.4140
H 3.4644 -2.1772 3.0961
H 2.7219 -1.5833 4.5882
H 2.3320 -0.8332 3.0452
H 1.4720 -3.1546 2.3099
H 1.6184 -3.5498 5.3058
H 2.4953 -4.3774 3.9960
H 1.7221 -6.5202 4.1492
H 0.0142 -6.7793 4.5879
H 1.1685 -6.0404 5.7454
H 0.0049 -1.6873 4.3427
H 0.0746 -1.3111 2.7912
C 2.4391 4.2840 -1.2678
C 3.5606 3.2948 -1.6225
C 3.1584 2.4227 -2.7916
O 4.2624 1.6861 -3.3054
C 3.8134 0.6632 -4.1494
N 4.7724 4.0500 -2.0411
H 2.7217 4.7838 -0.3361
H 1.4501 3.8358 -1.1461
H 2.3392 5.0961 -1.9957
H 3.7719 2.7687 -0.6976
H 2.7676 3.0138 -3.6367
H 2.3752 1.7052 -2.5228
H 3.3841 -0.1595 -3.5547
H 4.6432 0.2276 -4.7073
H 3.0646 1.0296 -4.8627
H 5.0062 4.6565 -1.2575
H 4.4757 4.6915 -2.7733
C -3.9455 -2.9244 -0.2272
C -3.0731 -3.6185 0.8280
C -1.7401 -3.9583 0.1998
O -0.8549 -4.5154 1.1386
C 0.2966 -5.0071 0.5317
N -2.8514 -2.7439 2.0015
H -3.8531 -3.3679 -1.2246
H -3.7524 -1.8548 -0.2807
H -4.9984 -3.0706 0.0419
H -3.5459 -4.5256 1.2107
H -1.3249 -3.0864 -0.3311
H -1.8864 -4.7003 -0.6103
H 0.9998 -5.3530 1.2918
H 0.8302 -4.2363 -0.0440
H 0.0464 -5.8610 -0.1182
H -2.3628 -1.9205 1.6519
H -3.7547 -2.3791 2.2966
C -2.2264 4.1277 -1.6737
C -2.4464 2.7683 -2.3160
C -3.8081 2.6990 -2.9655
O -4.7979 2.7903 -1.9552
C -6.0714 3.0582 -2.4846
N -1.4181 2.6347 -3.3917
H -2.8559 4.2330 -0.7848
H -2.5252 4.9260 -2.3562
H -1.1899 4.2646 -1.3698
H -2.3119 1.9459 -1.6053
H -4.0074 1.8011 -3.5622
H -3.8765 3.5820 -3.6221
H -6.1124 4.1057 -2.8206
H -6.8161 2.9541 -1.6976
H -6.3169 2.4032 -3.3275
H -0.6111 2.3172 -2.8614
H -1.6907 1.8611 -3.9940
C -5.0140 0.7304 5.1780
C -3.5210 0.4878 4.9233
C -3.1129 1.0594 3.5831
O -3.9189 0.4972 2.5797
C -3.7492 1.1332 1.3514
N -2.7222 1.0954 5.9882
H -5.6434 0.3087 4.3918
H -5.2114 1.8039 5.2330
H -5.3309 0.2499 6.1078
H -3.3428 -0.5911 4.9066
H -2.0604 0.8214 3.3783
H -3.2174 2.1564 3.6308
H -4.0465 0.5168 0.4998
H -2.7287 1.4629 1.1427
H -4.4006 2.0147 1.2257
H -2.4228 2.0291 5.7307
H -3.2564 1.1892 6.8411

Record 2
# C17H21NO4S

C17H21NO4S in the gas phase (ωB97M-V/def2-TZVPD, the OMol25 dataset).

Results
SMILES: COc1ccc(S(=O)(=O)Nc2cc(C)c(O)cc2C(C)C)cc1
Total charge: 0
Energy relative to the best compared isomer or geometry (same formula, charge and spin) (kcal/mol): 23.0
DFT total energy (Ha): -1414.296646
HOMO energy (eV): -8.4
Orbital gap (eV): 8.87

Atoms and positions in Å:
C -5.8736 -0.4941 0.0154
H -6.5697 -1.2500 0.3749
O -4.6732 -0.7190 0.7194
C -3.6198 0.1041 0.4995
C -3.6074 1.1502 -0.4221
C -2.4651 1.9196 -0.5692
C -1.3536 1.6587 0.2031
C -1.3519 0.6272 1.1263
C -2.4810 -0.1487 1.2735
H -2.5158 -0.9598 1.9828
H -0.4683 0.4573 1.7199
S 0.1464 2.5899 -0.0738
O -0.1653 3.8123 -0.7539
O 0.8945 2.6390 1.1426
N 0.9854 1.6497 -1.1922
C 1.2098 0.3072 -0.7990
C 0.2738 -0.6706 -1.1167
C 0.4124 -1.9823 -0.6982
C 1.5354 -2.3061 0.0681
C 2.4814 -1.3352 0.3646
C 2.3446 -0.0210 -0.0563
C 3.4180 0.9960 0.2352
C 3.6212 1.1749 1.7395
H 4.4239 1.8858 1.9211
H 3.8778 0.2333 2.2189
H 2.7092 1.5664 2.1809
C 4.7236 0.5847 -0.4511
H 5.1009 -0.3486 -0.0402
H 5.4781 1.3542 -0.3062
H 4.5657 0.4517 -1.5191
H 3.0909 1.9534 -0.1770
H 3.3398 -1.6407 0.9408
O 1.7539 -3.5657 0.5401
H 1.0343 -4.1448 0.2635
C -0.6205 -3.0200 -1.0387
H -1.4112 -2.5767 -1.6375
H -1.0757 -3.4290 -0.1348
H -0.1831 -3.8405 -1.6106
H -0.5882 -0.3974 -1.7114
H 0.5210 1.7397 -2.0846
H -2.4294 2.7371 -1.2724
H -4.4731 1.3720 -1.0252
H -6.2800 0.5000 0.2237
H -5.7358 -0.6142 -1.0636

Record 3
# C9H15NO2S

2 unconnected molecules or ions with the total composition C9H15NO2S at a distorted geometry (ωB97M-V/def2-TZVPD, the OMol25 dataset).

Results
Total charge: 0
Energy relative to the best compared isomer or geometry (same formula, charge and spin) (kcal/mol): 84.9
DFT total energy (Ha): -955.220584
HOMO energy (eV): -8.6
Orbital gap (eV): 9.19

Atoms and positions in Å:
C -1.3771 1.8003 -2.1773
C 2.1493 0.7082 -1.8279
C 2.4593 0.4677 -0.5472
C 1.5504 -1.7949 -0.5834
C 2.2968 -0.9197 -0.0154
C 3.1058 1.4273 0.3433
C -2.4780 -1.6904 1.5741
C -2.2033 0.9997 1.5750
C -1.9575 -0.4041 0.9121
N -1.8331 1.0340 -1.4211
O -0.9970 2.5691 -2.9303
O -1.6902 -1.4763 -1.4769
S -2.5255 -0.4452 -0.8972
H 2.4605 1.5806 -2.3452
H 1.3971 0.0447 -2.3293
H 1.3980 -2.7921 -0.3379
H 0.7339 -1.5304 -1.1957
H 2.9586 -1.2599 0.6921
H 3.6804 0.9060 1.1715
H 3.9223 2.0418 -0.1752
H 2.3889 2.0580 0.8304
H -1.5787 -2.0827 2.1795
H -3.3909 -1.8548 2.1789
H -2.5771 -2.4552 0.7889
H -2.3814 0.6728 2.5884
H -3.2566 1.2648 1.2668
H -1.4090 1.7386 1.3846
H -0.8458 -0.6081 0.7744

Record 4
# C2H9NOS2

2 unconnected molecules or ions with the total composition C2H9NOS2 at a distorted geometry (ωB97M-V/def2-TZVPD, the OMol25 dataset).

Results
Multiplicity: 2
Total charge: +1
Energy relative to the best compared isomer or geometry (same formula, charge and spin) (kcal/mol): 12.5
DFT total energy (Ha): -1007.633228
HOMO energy (alpha / beta) (eV): -12.5 / -12.5
Orbital gap (alpha / beta) (eV): 7.61 / 4.38

Atoms and positions in Å:
C 1.8033 1.1341 -0.9735
S 0.5148 2.2050 -1.8115
S 0.6515 3.7736 -0.4923
H 1.5092 0.8856 0.0423
H 1.6029 0.1707 -1.4599
H 2.8156 1.3956 -1.2611
H 1.0847 3.0920 0.5607
N -1.7918 -2.3740 0.5887
C -1.0912 -1.1731 0.9476
O -0.2646 -0.6973 -0.0899
H -2.6039 -2.6218 1.1291
H -1.1862 -3.1735 0.5407
H -0.4357 -1.3633 1.8017
H -1.7920 -0.4349 1.3489
H -0.8167 -0.8186 -0.8716

Repeat the second record exactly.
# C17H21NO4S

C17H21NO4S in the gas phase (ωB97M-V/def2-TZVPD, the OMol25 dataset).

Results
SMILES: COc1ccc(S(=O)(=O)Nc2cc(C)c(O)cc2C(C)C)cc1
Total charge: 0
Energy relative to the best compared isomer or geometry (same formula, charge and spin) (kcal/mol): 23.0
DFT total energy (Ha): -1414.296646
HOMO energy (eV): -8.4
Orbital gap (eV): 8.87

Atoms and positions in Å:
C -5.8736 -0.4941 0.0154
H -6.5697 -1.2500 0.3749
O -4.6732 -0.7190 0.7194
C -3.6198 0.1041 0.4995
C -3.6074 1.1502 -0.4221
C -2.4651 1.9196 -0.5692
C -1.3536 1.6587 0.2031
C -1.3519 0.6272 1.1263
C -2.4810 -0.1487 1.2735
H -2.5158 -0.9598 1.9828
H -0.4683 0.4573 1.7199
S 0.1464 2.5899 -0.0738
O -0.1653 3.8123 -0.7539
O 0.8945 2.6390 1.1426
N 0.9854 1.6497 -1.1922
C 1.2098 0.3072 -0.7990
C 0.2738 -0.6706 -1.1167
C 0.4124 -1.9823 -0.6982
C 1.5354 -2.3061 0.0681
C 2.4814 -1.3352 0.3646
C 2.3446 -0.0210 -0.0563
C 3.4180 0.9960 0.2352
C 3.6212 1.1749 1.7395
H 4.4239 1.8858 1.9211
H 3.8778 0.2333 2.2189
H 2.7092 1.5664 2.1809
C 4.7236 0.5847 -0.4511
H 5.1009 -0.3486 -0.0402
H 5.4781 1.3542 -0.3062
H 4.5657 0.4517 -1.5191
H 3.0909 1.9534 -0.1770
H 3.3398 -1.6407 0.9408
O 1.7539 -3.5657 0.5401
H 1.0343 -4.1448 0.2635
C -0.6205 -3.0200 -1.0387
H -1.4112 -2.5767 -1.6375
H -1.0757 -3.4290 -0.1348
H -0.1831 -3.8405 -1.6106
H -0.5882 -0.3974 -1.7114
H 0.5210 1.7397 -2.0846
H -2.4294 2.7371 -1.2724
H -4.4731 1.3720 -1.0252
H -6.2800 0.5000 0.2237
H -5.7358 -0.6142 -1.0636